Entry 1:
This record from the Open Molecules 2025 dataset describes a molecular structure, C6H10O. The level of theory is the ωB97M-V functional and the def2-TZVPD basis.

```
! RIJCOSX wB97M-V def2-TZVPD def2/J DEFGRID3
* xyz 0 1
C 1.23142 1.24595 -0.56766
C 0.63416 -0.02243 -0.06547
O 1.64076 -0.69282 0.63028
C -0.16003 -0.91181 -1.01734
C -1.19847 -1.30099 -0.01592
C -1.05200 -0.40507 0.99361
C -1.12063 0.96211 0.78341
H 1.58475 1.86482 0.26304
H 0.50027 1.80997 -1.15076
H 2.09744 1.00526 -1.19190
H 1.28592 -1.55752 0.90052
H -0.53024 -0.39826 -1.91096
H 0.45619 -1.75390 -1.36217
H -1.64524 -2.27166 0.08310
H -1.12629 -0.57994 2.04526
H -0.60984 1.71534 1.33184
H -1.98815 1.29094 0.25112
*
```

Calculated values
Energy relative to the best compared isomer or geometry (same formula, charge and spin)   5.0367 eV
HOMO-LUMO gap   7.43 eV
LUMO energy   0.740 eV
DFT total energy   -309.657275 a.u.

---

Entry 2:
This record from the Open Molecules 2025 dataset describes 2 unconnected molecules or ions with the total composition C2H2INO3. The level of theory is the ωB97M-V functional and the def2-TZVPD basis.

```
! RIJCOSX wB97M-V def2-TZVPD def2/J DEFGRID3
* xyz 0 3
C 1.27292 -0.65558 -0.62933
C 2.63374 0.17896 -2.84135
N 0.22576 0.04508 -0.43122
O 1.97415 -1.47963 -0.14698
O 2.16486 0.89934 -3.63609
O -0.63992 -0.13517 0.71910
I 4.57627 -0.67046 -2.83669
H -0.21893 0.67020 -1.08524
H -0.14090 -0.64008 1.38134
*
```

Calculated values
Energy relative to the best compared isomer or geometry (same formula, charge and spin)   2.2898 eV
HOMO-LUMO gap (spin up / spin down)   8.00 / 8.16 eV
⟨S²⟩   2.01
LUMO energy (spin up / spin down)   0.554 / -1.871 eV
DFT total energy   -655.405139 a.u.

---

Entry 3:
This record from the Open Molecules 2025 dataset describes 3 unconnected molecules or ions with the total composition C13H35B2O9. The level of theory is the ωB97M-V functional and the def2-TZVPD basis.

```
! RIJCOSX wB97M-V def2-TZVPD def2/J DEFGRID3
* xyz -1 1
O -1.73993 2.54937 1.88239
B -1.39203 2.50858 0.42171
C -2.67819 2.11031 -0.54923
B -4.05840 2.60373 -0.00015
O -4.97813 1.65093 0.55613
O -4.50465 3.95378 0.00405
H -2.00059 3.40937 2.14979
H -0.92327 3.59231 0.08711
H -0.53669 1.64787 0.25773
H -2.73859 1.01978 -0.64616
H -2.47589 2.49824 -1.55341
H -4.53149 1.32102 1.33168
H -4.56698 4.18045 0.91958
C 2.51863 -1.60645 -2.40147
O 1.89294 -0.83508 -3.40216
C 2.25944 -1.23529 -4.70904
C 1.19379 -0.82387 -5.70536
O 0.06011 -1.68098 -5.71857
C -0.82959 -1.57390 -4.61022
C -1.67437 -0.31644 -4.61132
O -0.91847 0.78295 -4.14563
C -1.47347 2.01896 -4.53465
H 3.60894 -1.50153 -2.44888
H 2.16654 -1.24706 -1.43666
H 2.24403 -2.66389 -2.49899
H 2.39844 -2.32182 -4.75767
H 3.20626 -0.74000 -4.96607
H 1.62308 -0.91210 -6.70683
H 0.89993 0.21702 -5.56621
H -0.29607 -1.68900 -3.66665
H -1.50493 -2.42683 -4.70969
H -2.52920 -0.45664 -3.93679
H -2.04475 -0.12664 -5.62674
H -1.51885 2.09858 -5.62910
H -0.82726 2.80770 -4.15592
H -2.47391 2.14376 -4.10885
C -0.03618 -3.49025 5.45638
O 0.88748 -2.46741 5.17178
C 1.89629 -2.89337 4.27093
C 2.50224 -1.71509 3.53163
O 1.71228 -1.24120 2.45482
C 0.54833 -0.47359 2.78560
C 0.84846 0.92934 3.26460
O 1.26420 0.91629 4.63513
C 1.99020 2.07174 4.96907
H 0.45656 -4.34354 5.93833
H -0.78585 -3.08214 6.13189
H -0.54055 -3.82270 4.54176
H 1.48578 -3.59938 3.54018
H 2.68000 -3.39668 4.85517
H 3.42668 -2.06621 3.06450
H 2.76856 -0.90670 4.21441
H -0.08705 -1.00935 3.49154
H -0.00586 -0.38111 1.85092
H -0.05846 1.53681 3.18258
H 1.63112 1.36498 2.63335
H 2.88967 2.15795 4.34702
H 2.29634 1.98521 6.01163
H 1.37328 2.96922 4.84905
*
```

Calculated values
Energy relative to the best compared isomer or geometry (same formula, charge and spin)   0.2460 eV
HOMO-LUMO gap   7.33 eV
LUMO energy   2.833 eV
DFT total energy   -1243.206724 a.u.

---

Entry 4:
This record from the Open Molecules 2025 dataset describes 17 unconnected molecules or ions with the total composition CH32O19. The level of theory is the ωB97M-V functional and the def2-TZVPD basis.

```
! RIJCOSX wB97M-V def2-TZVPD def2/J DEFGRID3
* xyz -2 1
C 0.08008 -0.24148 0.24243
O 1.22381 -0.39084 -0.49976
O -0.61604 -1.31396 0.49813
O -0.27372 0.98407 0.44687
O -1.25739 -0.87487 -2.46529
H -0.98594 -0.05898 -2.86906
H -0.94318 -0.74067 -1.55720
O -0.11296 1.70926 -2.15171
H 0.18799 1.28015 -1.34354
H 0.41255 1.17859 -2.75742
O 1.49362 -0.03705 -3.20151
H 1.21329 -0.53511 -2.38989
H 1.17369 -0.66704 -3.84527
O -0.42680 -1.99213 3.04428
H -0.49713 -1.70036 2.11753
H -0.92228 -1.45183 3.63961
O -0.98403 -3.75056 -0.19659
H -0.27229 -4.22801 0.24312
H -0.82635 -2.78270 -0.04362
O -3.11350 2.30767 -1.02461
H -3.66303 3.05527 -0.95717
H -2.21389 2.63845 -0.93309
O 2.65383 1.62216 0.20253
H 2.73400 1.51608 1.14286
H 2.14603 0.85951 -0.21271
O 0.77089 4.09050 2.22945
H 0.07487 4.04715 2.84610
H 0.46294 3.71196 1.39121
O 1.23874 1.06690 2.61204
H 1.29085 0.26185 3.15976
H 0.72148 0.95626 1.80885
O -3.40914 -2.84552 0.56927
H -2.62789 -3.18328 0.16258
H -3.39561 -1.87813 0.61910
O -0.75797 3.46938 0.01930
H -0.45306 2.56391 0.09987
H -0.35047 3.80613 -0.78113
O 1.89511 -2.76824 -1.47120
H 1.12701 -3.16745 -1.83312
H 1.54739 -2.09677 -0.85981
O 2.64348 -1.77944 1.10482
H 3.31835 -1.14663 1.42882
H 1.98099 -1.16169 0.70800
O -1.86372 0.84907 2.54749
H -1.30879 1.04328 1.78132
H -2.59696 0.37008 2.15479
O 4.21097 -0.60622 -1.45373
H 4.18503 -1.36878 -2.01723
H 3.35180 -0.63698 -1.06759
O -3.00023 -0.27240 -0.25126
H -2.05237 -0.30763 -0.09959
H -3.21407 0.59707 -0.53704
*
```

Calculated values
Energy relative to the best compared isomer or geometry (same formula, charge and spin)   0.3450 eV
HOMO-LUMO gap   9.26 eV
LUMO energy   4.947 eV
DFT total energy   -1486.990425 a.u.